Entry from the Open Molecules 2025 dataset: a gas-phase ion, C2H3Cl2N2O (charge +1) in a non-equilibrium geometry (ωB97M-V/def2-TZVPD).

## Properties
* maximum force: 3.06 eV/A
* structure (SMILES): [NH2+]=C(N=O)C(Cl)Cl
* charge: +1
* 2S+1: 1
* ΔE to the lowest compared entry with this formula, charge and spin: 5.99 kcal/mol
* total energy: -1182.70342 hartree
* E_LUMO (alpha / beta): -0.260 / -0.261 Ha
* HOMO-LUMO gap (alpha / beta): 0.289 / 0.289 Ha

XYZ file:
```
10
Properties=species:S:1:pos:R:3:forces:R:3:lowdin_charge:R:1
N 1.561712 0.109089 -0.320436 0.836 0.310 -0.136 0.183
C 0.320503 0.527255 -0.263900 0.282 -2.651 1.498 -0.292
N -0.408474 1.456669 -0.573884 -1.477 0.545 -0.292 0.037
O -1.493187 1.871491 -0.287257 0.357 1.015 -0.328 0.016
C -0.779479 -0.781308 0.551076 -0.339 1.348 -1.164 -0.928
Cl -0.792097 -2.090526 -0.578875 0.080 0.070 0.252 0.717
Cl -2.284613 0.004981 0.791524 0.514 -0.841 0.329 0.917
H 1.762099 -0.857883 -0.536213 -0.139 0.049 0.004 0.120
H 2.350996 0.738037 -0.255234 -0.127 0.043 -0.069 0.149
H -0.237459 -0.977806 1.473196 0.011 0.111 -0.095 0.082
```
Forces are in eV/Å.